(1)
{
  "formula": "C22H33MnN6O3SSi",
  "method": "wB97M-V/def2-TZVPD",
  "lumo_ev": [-6.174, -5.500],
  "multiplicity": 5,
  "orbital_gap_ev": [7.7, 8.4],
  "e_above_lowest_kj_mol": 9.6,
  "total_energy_ev": -88453.67257,
  "charge": 2,
  "s_squared": 6.077,
  "symbols": ["Mn", "S", "Si", "O", "O", "O", "N", "N", "N", "N", "N", "N", "C", "C", "C", "C", "C", "C", "C", "C", "C", "C", "C", "C", "C", "C", "C", "C", "C", "C", "C", "C", "C", "C", "H", "H", "H", "H", "H", "H", "H", "H", "H", "H", "H", "H", "H", "H", "H", "H", "H", "H", "H", "H", "H", "H", "H", "H", "H", "H", "H", "H", "H", "H", "H", "H", "H"],
  "positions_angstrom": [[0.4719, -0.2701, 0.7710], [-0.8864, 1.9752, 1.2609], [-0.9004, -5.0757, 0.3689], [-1.4778, 0.8841, 0.4390], [0.5986, 1.7328, 1.0880], [-1.3146, 1.9766, 2.6231], [0.8447, -0.6117, 2.7171], [2.7749, -0.3909, 0.7778], [-0.6159, 0.7626, -3.9297], [0.4349, -0.2071, -1.4030], [4.4762, -0.6612, 2.1417], [2.2065, -0.9094, 4.3869], [-0.8304, -0.7246, -1.9733], [0.9305, -0.9164, 4.9054], [-0.8626, -0.6564, -3.4883], [0.0037, -2.1265, 0.5951], [-2.2114, 7.3058, -1.2327], [-1.8806, 5.9712, -0.6305], [0.0890, -0.7400, 3.8531], [-2.5166, 4.0402, 0.6835], [-1.4250, -5.3266, -1.4108], [-0.5982, 5.4357, -0.7630], [2.1170, -0.7160, 3.0620], [3.9402, -0.3102, 0.0592], [0.5646, -6.1411, 0.8185], [-0.3408, -3.2917, 0.4975], [0.7144, 1.1538, -1.8958], [0.7047, 1.2587, -3.4122], [3.1353, -0.6007, 2.0340], [-1.2375, 3.5240, 0.5237], [-2.3268, -5.2844, 1.5517], [-2.8291, 5.2557, 0.0989], [5.0054, -0.4839, 0.8883], [-0.2694, 4.2183, -0.1921], [-0.5994, -5.1360, -2.0998], [1.4083, -5.9671, 0.1488], [-3.2513, 3.5047, 1.2711], [0.7401, 3.8330, -0.2526], [-2.0226, -5.0815, 2.5795], [1.6767, 1.4943, -1.5156], [0.1589, 5.9972, -1.2972], [5.0150, -0.8141, 2.9789], [-0.9838, -0.6694, 3.8341], [-0.0850, -1.2625, -3.9540], [-0.9588, -1.7562, -1.6517], [0.2991, -7.1981, 0.7513], [-1.8315, -0.9683, -3.8732], [3.9558, -0.1430, -1.0041], [-1.3670, 1.3616, -3.5747], [0.8959, -5.9479, 1.8399], [-2.7031, -6.3088, 1.5136], [3.0477, -1.0212, 4.9290], [6.0650, -0.4945, 0.7061], [-3.1538, -4.6168, 1.3054], [-1.9697, 7.3266, -2.2958], [-2.2594, -4.6739, -1.6759], [-1.6456, -0.1447, -1.5392], [-3.2661, 7.5450, -1.1159], [-0.0447, 1.8148, -1.4758], [0.7416, -1.0442, 5.9559], [-3.8228, 5.6653, 0.2262], [-1.7533, -6.3554, -1.5708], [-1.6305, 8.0942, -0.7521], [1.4719, 0.6422, -3.8814], [0.8330, 2.2904, -3.7343], [-0.6441, 0.8280, -4.9489], [1.1943, -0.8438, -1.6407]],
  "forces_ev_per_a": [[0.003, 0.007, -0.298], [-0.076, 0.082, 0.223], [-0.019, -0.042, 0.008], [-0.032, -0.047, 0.097], [0.153, -0.055, -0.063], [-0.023, 0.087, -0.050], [0.006, -0.002, 0.054], [-0.089, 0.051, 0.216], [-0.024, 0.017, -0.036], [-0.049, 0.046, 0.013], [-0.021, -0.039, 0.031], [0.044, 0.051, -0.001], [0.017, -0.017, -0.043], [-0.042, -0.075, -0.025], [0.013, -0.024, 0.045], [0.068, -0.029, 0.005], [-0.003, 0.004, -0.004], [0.008, -0.018, 0.011], [0.015, 0.064, 0.055], [-0.029, -0.020, 0.009], [0.028, 0.002, 0.081], [-0.029, 0.014, 0.000], [-0.089, -0.002, -0.025], [0.043, -0.068, -0.034], [-0.079, 0.045, -0.032], [0.004, -0.048, -0.010], [0.023, -0.013, -0.047], [0.032, -0.014, 0.034], [0.025, 0.005, -0.084], [0.006, -0.082, -0.051], [0.067, -0.007, -0.061], [0.021, -0.002, -0.003], [-0.013, 0.048, -0.026], [0.054, -0.008, 0.025], [0.009, -0.001, 0.009], [-0.006, 0.009, -0.009], [-0.003, 0.006, -0.007], [-0.002, 0.003, -0.006], [0.016, 0.004, -0.003], [0.001, -0.003, 0.000], [0.002, 0.000, -0.001], [-0.003, 0.000, 0.001], [0.001, 0.002, 0.011], [-0.001, -0.001, 0.001], [0.000, -0.004, -0.004], [-0.010, 0.001, -0.004], [-0.003, -0.001, 0.003], [0.001, -0.002, 0.004], [0.001, 0.002, -0.005], [-0.013, 0.013, 0.004], [0.007, -0.004, -0.007], [0.001, 0.012, -0.001], [0.001, 0.005, 0.001], [0.009, 0.009, -0.013], [0.003, 0.003, 0.000], [-0.003, 0.008, 0.017], [0.001, 0.020, 0.015], [0.000, 0.002, -0.002], [-0.016, 0.008, -0.001], [0.001, -0.008, 0.000], [-0.002, 0.001, -0.001], [0.000, -0.004, 0.007], [-0.003, 0.002, 0.002], [-0.003, 0.002, -0.002], [-0.002, 0.003, 0.005], [-0.007, 0.003, 0.002], [0.004, -0.005, -0.031]],
  "mulliken_spin": [4.00, 0.00, 0.00, 0.04, 0.01, 0.00, -0.03, 0.02, 0.00, -0.04, 0.00, 0.00, 0.01, 0.00, 0.00, -0.25, 0.00, 0.00, 0.00, 0.00, 0.01, 0.00, 0.06, 0.00, 0.00, 0.13, 0.02, 0.00, -0.01, 0.01, 0.00, 0.00, 0.00, 0.00, 0.00, 0.00, 0.00, 0.00, 0.00, 0.00, 0.00, 0.00, 0.00, 0.00, 0.01, 0.00, 0.00, 0.00, 0.00, 0.00, 0.00, 0.00, 0.00, 0.00, 0.00, 0.00, 0.00, 0.00, 0.00, 0.00, 0.00, 0.00, 0.00, 0.00, 0.00, 0.00, 0.01]
}

---

(2)
{
  "formula": "C22H34AsAuF2N4",
  "method": "wB97M-V/def2-TZVPD",
  "lumo_ev": [-8.425, -8.647],
  "orbital_gap_ev": [6.0, 5.7],
  "e_above_lowest_kj_mol": 171.9,
  "total_energy_ev": -99276.11278,
  "charge": 2,
  "symbols": ["Au", "As", "F", "F", "N", "N", "N", "N", "C", "C", "C", "C", "C", "C", "C", "C", "C", "C", "C", "C", "C", "C", "C", "C", "C", "C", "C", "C", "C", "C", "H", "H", "H", "H", "H", "H", "H", "H", "H", "H", "H", "H", "H", "H", "H", "H", "H", "H", "H", "H", "H", "H", "H", "H", "H", "H", "H", "H", "H", "H", "H", "H", "H", "H"],
  "positions_angstrom": [[0.3837, 0.8664, -0.0304], [-2.1003, -0.4764, -0.2979], [-1.2742, 3.2651, 4.4031], [-2.5355, 5.2823, 0.4104], [3.4602, 0.3968, -1.8594], [2.9643, -1.7741, -2.4925], [0.7722, 0.3057, 2.1634], [1.4519, -0.5455, -1.1966], [1.5791, -0.6716, 2.5665], [-1.9042, 4.3160, 1.0553], [-2.8180, -3.0594, -1.4511], [1.4486, 0.1200, 4.7959], [1.9619, -2.7663, -2.8387], [-3.1394, -1.8813, 2.0535], [-1.2669, 3.3263, 0.3164], [-1.2407, 3.2695, 3.0722], [2.6085, -0.6421, -1.8295], [-3.8464, 1.6613, -1.2358], [-0.5422, 2.2721, 2.3853], [-0.5980, 2.3254, 0.9817], [1.9485, -0.8060, 3.8892], [-3.0168, 0.4821, -1.7375], [0.2729, 1.2222, 3.0121], [-1.6032, -2.1827, -1.1529], [-1.9183, 4.2905, 2.4337], [4.3461, 0.6602, -2.9901], [-3.5513, -0.9024, 0.9632], [4.3315, -2.2875, -2.4490], [3.3608, 1.4758, -0.8942], [0.6061, 1.1312, 4.3650], [-4.0096, -2.1640, 2.6449], [-1.0896, -1.9077, -2.0757], [-4.6748, 1.3274, -0.6124], [5.3952, 0.6103, -2.6938], [-4.3272, -1.3080, 0.3089], [5.0017, -1.5801, -1.9729], [4.3503, -3.2174, -1.8746], [-3.2406, 2.3629, -0.6615], [2.3479, -3.3749, -3.6538], [4.1509, 1.6678, -3.3614], [-3.5481, -2.5399, -2.0713], [-3.9124, 0.0346, 1.3839], [-3.3092, -3.4029, -0.5427], [1.9276, -1.3630, 1.8086], [-1.3045, 3.3845, -0.7658], [-2.4967, -3.9411, -2.0056], [0.9840, -1.4387, -1.1304], [1.7178, 0.0598, 5.8419], [2.9896, 1.1040, 0.0612], [-2.2680, 0.7997, -2.4632], [1.7324, -3.4402, -2.0028], [4.3552, 1.8909, -0.7366], [-3.6569, -0.2571, -2.2241], [-4.2688, 2.2007, -2.0824], [-2.4117, -1.4325, 2.7302], [-2.4301, 5.0497, 3.0094], [-0.8972, -2.7110, -0.5098], [2.6111, -1.6005, 4.1997], [4.6972, -2.5044, -3.4532], [4.1666, -0.0413, -3.7981], [-2.7094, -2.7937, 1.6394], [1.0488, -2.2799, -3.1793], [0.2259, 1.8441, 5.0756], [2.7121, 2.2886, -1.2435]],
  "forces_ev_per_a": [[-0.930, -0.383, 0.360], [0.294, 0.516, -0.944], [0.070, -0.033, 0.069], [-0.069, 0.091, -0.070], [0.069, 0.054, 0.168], [-0.222, 0.195, 0.062], [0.294, 0.497, -0.567], [-0.687, -0.325, 0.408], [0.038, -0.144, 0.165], [0.207, -0.157, 0.302], [-0.014, 0.077, -0.032], [0.033, -0.077, -0.086], [-0.058, -0.034, 0.086], [0.073, 0.031, -0.035], [0.187, -0.003, -0.496], [0.099, -0.048, -0.267], [0.306, 0.025, -0.194], [0.045, -0.037, 0.019], [-0.047, -0.040, 0.037], [-0.220, -0.439, 0.223], [-0.088, 0.041, 0.094], [-0.094, 0.023, 0.121], [0.192, -0.194, 0.515], [-0.017, 0.078, 0.216], [-0.071, 0.121, -0.028], [0.138, 0.118, -0.067], [0.475, 0.115, 0.276], [0.143, -0.095, -0.049], [-0.111, -0.016, -0.052], [-0.123, 0.013, -0.092], [-0.010, 0.005, -0.015], [0.019, 0.085, 0.036], [-0.018, 0.030, 0.011], [-0.027, -0.039, 0.007], [0.041, 0.038, -0.073], [-0.028, 0.008, 0.018], [-0.017, 0.036, 0.007], [-0.175, -0.094, -0.046], [-0.019, 0.016, -0.017], [-0.033, -0.020, 0.005], [-0.030, -0.026, 0.015], [0.008, 0.046, -0.074], [-0.016, -0.003, -0.002], [0.037, 0.075, -0.045], [-0.025, -0.035, 0.051], [0.011, -0.006, 0.016], [0.219, -0.099, -0.108], [0.004, 0.002, -0.001], [0.174, -0.037, 0.045], [0.079, -0.070, 0.055], [0.013, 0.030, -0.015], [-0.030, 0.033, 0.071], [0.026, -0.020, -0.019], [-0.021, -0.012, -0.009], [0.010, -0.020, 0.004], [-0.011, -0.009, -0.018], [0.014, 0.053, 0.031], [-0.008, -0.018, -0.027], [-0.018, 0.052, 0.002], [-0.042, -0.021, 0.035], [-0.006, -0.017, 0.039], [0.022, -0.010, -0.040], [-0.041, 0.057, -0.006], [-0.014, 0.019, -0.074]],
  "nbo_charge": [1.10, 1.12, -0.29, -0.28, -0.41, -0.42, -0.52, -0.97, 0.06, 0.46, -0.63, -0.11, -0.42, -0.63, -0.37, 0.46, 0.67, -0.63, -0.17, -0.14, -0.24, -0.71, 0.19, -0.71, -0.33, -0.42, -0.68, -0.41, -0.42, -0.21, 0.25, 0.24, 0.22, 0.22, 0.25, 0.22, 0.21, 0.21, 0.24, 0.22, 0.22, 0.25, 0.22, 0.21, 0.25, 0.25, 0.38, 0.25, 0.20, 0.24, 0.19, 0.24, 0.24, 0.25, 0.22, 0.28, 0.23, 0.25, 0.22, 0.23, 0.21, 0.21, 0.26, 0.20]
}